The following is a quantum chemistry calculation of a structure of composition C52H60BrN2O19PS4, from the Open Molecules 2025 dataset.

Structure (XYZ):
```
139
Properties=species:S:1:pos:R:3:forces:R:3
C 4.428448 -0.767329 -4.594726 0.062 -0.126 0.048
H -0.879503 -11.238575 1.720767 0.027 -0.004 0.014
C 0.326718 1.851179 0.919823 -0.012 -0.193 0.115
C -3.537362 -7.023750 -1.439723 -0.036 -0.102 -0.031
H 6.374743 -8.195327 4.104630 0.010 -0.002 0.028
O 0.240115 5.837285 -4.496240 -0.510 0.114 -0.010
C -2.539277 -7.127448 -2.536921 -0.039 -0.067 0.039
H -0.420596 -0.065617 -0.677591 0.403 0.209 0.064
O -4.385775 -10.446598 -1.029266 0.022 -0.045 0.056
H 5.550041 11.617978 5.315378 0.011 -0.026 0.002
H 0.325308 3.720188 -0.036719 -0.057 -0.014 -0.564
H 5.439576 -8.016112 1.799908 -0.011 -0.004 -0.033
C -2.849930 -9.565610 -2.578626 -0.002 0.006 -0.007
C 3.445604 9.728541 3.249838 0.035 0.011 0.012
H 2.412507 -0.573709 -1.325620 -0.043 -0.393 0.087
C -1.425629 -7.669146 3.318141 -0.012 0.010 -0.008
O 0.845529 2.245394 -1.798630 -0.185 -0.393 0.111
H 2.192129 4.385921 1.002808 0.591 -0.170 -0.081
C -1.089323 -10.257025 2.126310 0.034 -0.033 -0.013
C 3.485378 0.512457 -6.462003 -0.014 0.017 0.005
O 0.977240 -10.277490 3.247214 0.074 -0.001 0.025
H 4.954145 -2.853318 -5.012216 0.002 0.026 0.029
O -1.827048 5.632753 -5.257286 -0.065 -0.509 -0.401
H -1.672276 3.232166 -4.381917 0.300 0.052 0.202
H 2.552715 -0.046303 1.395336 -0.089 -0.294 0.236
H -3.099907 1.235780 -0.535958 -0.341 0.050 0.339
H 4.159458 -4.623739 5.282170 0.018 -0.017 0.014
C 1.481086 4.022788 1.727986 -0.589 0.358 -0.189
H -1.606812 -1.853554 -1.653652 0.348 0.263 -0.143
O -3.490926 -7.658713 2.186980 -0.222 0.191 0.007
C -0.942581 5.900943 -4.276700 0.966 0.084 -0.200
H 1.809788 10.501196 2.149073 0.013 0.047 -0.042
C -4.144197 -8.104400 -0.954548 0.009 0.001 -0.046
C -2.049631 1.290016 -2.343698 -0.702 -0.025 -0.064
H 1.738242 5.559621 3.196447 0.276 0.457 0.045
O 1.295469 6.442957 0.191920 0.423 0.018 -0.097
C -2.211924 -9.598643 1.860290 -0.040 0.019 -0.018
C 5.338222 -6.425866 4.868075 -0.045 0.060 0.012
H 1.511053 -0.076005 -2.784317 -0.299 -0.159 -0.281
C 5.196549 -7.310660 2.583250 -0.018 -0.001 -0.018
H -1.518130 -8.539322 -3.867297 0.007 0.031 0.001
C 4.563461 10.022224 4.184188 -0.038 0.049 -0.023
C 4.544739 -1.961699 -5.470254 -0.002 0.023 0.004
O 2.044816 12.968322 2.901280 -0.041 0.039 -0.011
C 0.979210 5.242150 2.498635 0.526 -0.819 0.099
H 0.338584 8.456746 2.155397 -0.117 0.153 0.113
H -0.813375 7.034894 -2.531309 0.265 0.140 0.251
H -3.465462 5.286858 -4.031314 -0.036 0.070 0.390
C -1.263445 0.284513 -0.089263 -0.940 -0.312 -0.287
C 2.117832 0.248154 -1.955741 0.456 0.342 0.040
O 4.771725 -0.811293 -3.430540 -0.018 0.049 -0.042
H 3.017879 0.679398 -2.372572 0.296 0.010 -0.174
C 4.404274 -5.329559 4.498246 0.002 -0.015 -0.004
H -3.213895 -1.761749 2.003502 0.099 -0.485 0.178
C 5.694763 -7.406141 3.811890 0.006 -0.019 0.001
N -0.909447 2.070820 4.007692 0.696 -0.431 -0.567
H -3.739918 -6.034038 -1.056521 0.031 -0.007 -0.089
C 0.326232 3.352704 0.972988 0.378 0.528 0.120
H 1.956963 3.389982 2.459590 0.169 -0.350 0.084
O -0.976044 1.496828 0.596278 0.705 -0.381 -0.240
O -1.980887 -6.152980 -2.989266 0.007 0.048 -0.043
H 0.471907 -7.926884 4.223736 0.021 -0.028 -0.007
C -0.659767 -2.150201 2.640687 -0.025 0.630 0.400
H 3.384806 0.710388 0.074600 0.243 0.103 -0.309
O 1.033124 7.788155 2.226490 0.269 0.530 0.241
H 3.340010 8.699635 2.934319 0.013 -0.011 0.002
H -1.635964 -6.687017 3.722549 -0.023 0.001 -0.015
P -1.460161 -2.398591 -0.378729 -0.870 -0.747 0.044
C -3.091951 -0.951702 1.304899 -0.228 0.620 0.432
H -2.962335 -0.323691 -1.284392 -0.129 -0.269 -0.077
C 2.620857 0.862130 0.815697 -0.043 -0.595 0.228
H -2.474498 6.812053 -3.077493 -0.268 0.149 -0.015
C 2.627835 10.689319 2.831880 0.025 0.010 0.048
H -0.618346 3.673933 1.389205 -0.385 -0.164 0.292
H 3.795044 1.330750 -4.542589 0.023 0.078 0.084
H -3.657562 4.988351 -5.722996 -0.254 0.180 -0.288
C -3.261988 1.337783 -3.283864 -0.056 0.414 -0.223
C -1.675005 -0.914247 0.795483 0.646 -0.483 -0.179
H -4.645399 2.681636 -4.216529 -0.379 0.032 -0.085
C 3.910550 12.388160 4.215741 0.003 -0.014 -0.003
C 4.730183 11.428493 4.634583 -0.015 -0.003 -0.014
H -6.037052 1.121600 3.289853 -0.205 -0.246 0.339
H -3.064286 0.732264 -4.160155 -0.147 -0.379 -0.177
C -0.165619 1.704818 3.192370 -1.182 0.720 1.012
O 3.807277 -6.124440 1.093817 0.010 -0.011 -0.008
H 4.011672 13.419321 4.528920 -0.022 0.011 -0.014
H 4.233934 -2.778201 -7.400371 -0.014 0.023 -0.025
H -4.132170 0.950079 -2.769556 -0.230 -0.432 0.071
H -1.211399 0.822153 -2.839990 0.410 0.033 -0.051
H -0.107811 -2.742979 -0.315591 0.208 0.238 0.073
H -2.649158 -10.563889 -2.946587 -0.025 -0.012 0.013
C -3.665161 2.733105 -3.761218 0.391 -0.139 0.197
H -1.311639 -0.576640 4.270015 -0.208 0.243 -0.101
H -1.605469 5.489495 -2.321812 -0.053 -0.366 0.415
O 3.250173 -0.648494 -8.499199 -0.005 0.030 0.026
H 2.944141 1.649406 1.477392 0.054 0.355 0.068
C 3.872347 0.470629 -5.190593 -0.019 -0.023 -0.086
S -0.732451 -1.768052 4.414145 0.194 -0.075 0.121
O -0.717695 -1.008549 1.860439 -0.089 0.277 -0.016
H -5.661246 -0.077807 0.967450 -0.048 -0.368 0.033
C -0.046115 -9.675548 3.007352 -0.003 0.019 0.008
O 5.789507 -6.512717 5.988580 0.021 -0.016 0.013
C -2.246920 -8.486776 -3.068389 0.002 -0.006 0.037
C -2.415515 0.581207 -1.055376 0.234 0.264 0.097
C 2.792903 12.095321 3.281187 0.032 -0.034 0.011
O 5.309076 9.146919 4.563533 0.035 -0.044 0.027
C -2.467731 -8.253265 2.436035 0.138 -0.139 -0.038
C -2.974368 4.864902 -4.897721 -0.215 0.011 -0.363
S -3.653376 0.556436 2.156409 0.227 -0.064 0.146
H 3.228876 -4.441713 2.977253 0.079 -0.090 0.024
C 3.599680 -0.680231 -7.340227 0.015 -0.083 -0.045
H -2.988295 -10.003993 1.221792 -0.021 0.011 0.035
H -3.738380 3.382688 -2.894444 -0.200 0.147 0.364
C 4.160796 -1.921705 -6.742359 -0.014 0.037 0.005
H -3.786071 -1.157781 0.508436 -0.184 -0.074 -0.347
O -0.878990 6.623354 1.309007 -0.335 0.113 -0.029
H 3.073066 1.407507 -6.910389 0.000 -0.026 -0.046
C -6.162744 1.545947 2.305417 0.274 -0.026 0.068
S 0.546108 6.537288 1.397607 -0.709 -0.304 -0.331
C 3.907400 -5.234177 3.268783 0.028 0.008 -0.001
H -7.192650 1.457775 1.996830 -0.348 0.084 -0.087
H -1.817718 2.304117 -2.076095 0.694 0.510 -0.015
H -5.057724 1.497606 0.483688 -0.048 0.048 -0.392
C -3.845259 -9.458340 -1.480792 0.019 0.054 -0.056
C 4.263058 -6.217131 2.213222 -0.031 0.047 0.013
H 0.106046 4.975259 3.072386 -0.442 0.150 0.182
C -0.302976 -8.329600 3.583599 0.006 -0.010 -0.011
O 0.655699 1.358168 2.288313 0.200 -0.413 -0.277
C -5.239195 0.847886 1.329740 0.200 0.278 0.057
H -2.759330 2.913911 -5.697595 0.107 -0.284 -0.244
H -5.890706 2.587829 2.389792 -0.056 0.384 -0.009
S -2.714106 -3.869666 -0.141826 0.273 0.197 0.316
H -4.867165 -8.049733 -0.151436 0.017 -0.024 0.021
N 1.352431 1.173320 0.158670 -0.077 0.377 0.134
C -1.509178 6.342124 -2.972231 0.017 0.175 0.084
C 1.393943 1.328130 -1.221418 -0.371 0.661 -0.080
Br 1.056014 -3.044480 2.333837 0.054 -0.265 -0.201
C -2.692612 3.377763 -4.721394 0.210 0.275 -0.094
H -1.429824 -2.872218 2.432400 -0.157 -0.332 -0.468
```
Positions in Å, forces in eV/Å.

Values from the calculation:
HOMO level	-8.77	eV
F_max	0.03334	Eh/bohr
gap between HOMO and LUMO	7.05	eV
spin multiplicity	1